Computed, not measured: a structure of composition C43H43Br2CrF4Ge2N2OP, with ωB97M-V/def2-TZVPD.

The expectation value of S² is 2.25. Its gap between HOMO and LUMO (spin up / spin down) is 8.0 / 8.0 eV. The calculation puts the energy at -12935.7720 hartree. The energy above the lowest of the compared OMol25 structures with the same formula, charge and spin comes out at 0.499 eV. For the LUMO energy (spin up / spin down), the calculation gives -5.65 / -5.66 eV.

Structure (ORCA input):
```
! wB97M-V def2-TZVPD RIJCOSX def2/J DEFGRID3
* xyz 2 3
Cr 1.432 -0.889 0.581
F 7.070 -5.185 0.097
C 6.340 -4.090 0.123
C 6.872 -2.873 -0.301
F 8.128 -2.794 -0.702
C 6.060 -1.739 -0.318
F 6.579 -0.596 -0.754
C 4.731 -1.776 0.100
P 3.631 -0.298 0.084
C 4.156 0.631 -1.369
C 4.302 -0.038 -2.587
C 4.743 0.655 -3.697
C 5.022 2.012 -3.603
C 4.830 2.687 -2.407
C 4.384 2.002 -1.290
C 4.231 0.611 1.537
C 5.490 1.208 1.595
C 5.866 1.895 2.735
C 4.996 2.003 3.810
C 3.739 1.418 3.752
C 3.361 0.711 2.625
C 4.238 -2.992 0.564
Br 2.448 -3.100 1.266
C 5.012 -4.143 0.562
F 4.497 -5.296 0.959
H 4.099 -1.098 -2.645
H 4.870 0.143 -4.638
H 5.384 2.544 -4.466
H 5.031 3.747 -2.342
H 4.227 2.533 -0.361
H 6.162 1.150 0.752
H 6.842 2.352 2.779
H 5.293 2.548 4.691
H 3.061 1.521 4.585
H 2.373 0.227 2.573
C -4.983 -5.477 1.560
C -5.081 -3.955 1.544
N -4.257 -3.352 0.501
C -4.951 -2.920 -0.696
C -5.468 -4.076 -1.546
C -2.982 -3.090 0.813
O -2.521 -3.211 1.938
C -2.004 -2.690 -0.267
C -2.003 -3.118 -1.599
C -0.923 -2.797 -2.405
C 0.148 -2.103 -1.869
N 0.174 -1.735 -0.588
C -0.879 -2.012 0.178
H -5.587 -5.863 2.378
H -3.952 -5.784 1.718
H -5.336 -5.914 0.630
H -4.730 -3.574 2.506
H -6.113 -3.644 1.384
H -4.295 -2.274 -1.277
H -5.806 -2.318 -0.376
H -4.699 -4.820 -1.735
H -5.833 -3.698 -2.497
H -6.291 -4.575 -1.047
H -2.813 -3.708 -1.995
H -0.897 -3.096 -3.440
H 1.022 -1.849 -2.457
H -0.830 -1.738 1.238
C -0.270 3.396 -3.115
Ge -2.007 2.659 -2.490
C -2.301 0.778 -3.100
C -3.547 3.821 -2.958
Ge -1.762 2.461 0.044
C -1.190 3.983 1.197
C -1.207 5.275 0.683
C -0.747 6.336 1.445
C -0.262 6.112 2.723
C -0.249 4.828 3.244
C -0.715 3.769 2.486
C -2.829 1.073 1.014
C -4.101 0.829 0.503
C -5.006 0.055 1.208
C -4.649 -0.486 2.431
C -3.374 -0.280 2.931
C -2.470 0.495 2.226
H -0.368 3.725 -4.146
H 0.516 2.646 -3.061
H 0.027 4.251 -2.512
H -2.883 0.783 -4.018
H -2.848 0.197 -2.360
H -1.350 0.291 -3.297
H -3.574 3.911 -4.040
H -3.438 4.815 -2.534
H -4.493 3.401 -2.624
H -1.581 5.447 -0.321
H -0.752 7.336 1.036
H 0.109 6.936 3.310
H 0.131 4.653 4.239
H -0.699 2.768 2.897
H -4.390 1.274 -0.443
H -5.999 -0.096 0.813
H -5.365 -1.063 2.994
H -3.095 -0.707 3.881
H -1.477 0.658 2.632
Br 0.597 1.374 0.198
*
```


Computed, not measured: a structure of composition C43H43Cl5N5O3Pd, with ωB97M-V/def2-TZVPD.

Its gap between HOMO and LUMO is 6.1 eV. The calculation puts the energy at -4592.4584 hartree. For the LUMO energy, the calculation gives -4.57 eV.

Structure (ORCA input):
```
! wB97M-V def2-TZVPD RIJCOSX def2/J DEFGRID3
* xyz 1 1
Pd 0.385 -0.584 -0.186
C 1.555 -2.755 4.156
C 1.863 -1.458 3.396
C 3.253 -0.934 3.748
C 0.740 -0.484 3.678
C 0.772 0.231 4.869
C -0.317 0.962 5.297
C -1.475 0.950 4.544
C -1.561 0.267 3.336
C -2.936 0.251 2.679
C -3.877 -0.712 3.420
C -3.615 1.628 2.675
C -0.414 -0.426 2.877
N -0.461 -1.133 1.623
C -1.463 -2.045 1.469
O -2.038 -2.656 2.344
C -1.865 -2.259 0.027
C -2.942 -3.005 -0.418
C -3.094 -3.181 -1.786
C -2.191 -2.614 -2.686
C -1.162 -1.849 -2.180
N -1.057 -1.704 -0.862
C -0.173 -1.046 -2.993
O -0.206 -1.100 -4.208
N 0.640 -0.275 -2.228
C 1.425 0.732 -2.869
C 0.839 1.898 -3.391
C 1.670 2.928 -3.822
C 3.047 2.821 -3.787
C 3.606 1.620 -3.394
C 2.806 0.569 -2.962
C 3.520 -0.743 -2.716
C 4.184 -0.859 -1.390
C 2.881 -2.030 -3.239
C -0.647 2.048 -3.640
C -0.938 1.823 -5.130
C -1.182 3.416 -3.215
H 2.324 -3.510 3.982
H 0.587 -3.164 3.856
H 1.516 -2.565 5.230
H 1.842 -1.683 2.333
H 3.319 -0.612 4.788
H 3.535 -0.091 3.116
H 3.993 -1.727 3.628
H 1.653 0.184 5.494
H -0.279 1.507 6.232
H -2.345 1.478 4.910
H -2.834 -0.085 1.643
H -3.997 -0.374 4.451
H -3.509 -1.732 3.435
H -4.864 -0.696 2.953
H -4.031 1.854 3.657
H -4.453 1.630 1.974
H -2.943 2.439 2.420
H -3.603 -3.449 0.313
H -3.920 -3.770 -2.161
H -2.275 -2.729 -3.757
H 1.225 3.833 -4.214
H 3.672 3.640 -4.115
H 4.680 1.483 -3.459
H 4.444 -0.643 -3.313
H 3.295 -0.848 -0.403
H 4.602 0.056 -0.973
H 4.865 -1.694 -1.336
H 2.094 -2.404 -2.593
H 3.641 -2.810 -3.330
H 2.453 -1.850 -4.223
H -1.172 1.276 -3.078
H -0.399 2.557 -5.732
H -2.005 1.947 -5.328
H -0.636 0.827 -5.447
H -0.841 4.199 -3.893
H -0.877 3.687 -2.204
H -2.273 3.412 -3.271
Cl 0.151 -4.403 -0.147
C 1.559 -3.531 0.321
C 1.790 -2.196 -0.073
C 3.143 -1.870 0.050
Cl 2.105 0.798 0.523
C 4.111 -2.537 0.789
Cl 5.662 -1.886 1.107
C 3.753 -3.764 1.333
Cl 4.858 -4.622 2.315
C 2.508 -4.292 1.018
Cl 2.141 -5.881 1.534
N -4.250 4.820 -1.027
C -3.461 4.551 0.040
O -3.438 5.213 1.053
C -2.594 3.320 -0.069
C -1.411 3.298 0.646
C -0.630 2.159 0.635
N -0.951 1.082 -0.096
C -2.110 1.093 -0.766
C -2.963 2.178 -0.763
H -4.799 5.664 -0.997
H -4.096 4.384 -1.919
H -1.127 4.148 1.250
H 0.268 2.100 1.227
H -2.375 0.200 -1.311
H -3.903 2.110 -1.294
*
```


Computed, not measured: a structure of composition C43H43F6N4P3PbS2Si, with ωB97M-V/def2-TZVPD.

The expectation value of S² is 0.79. Its gap between HOMO and LUMO (spin up / spin down) is 7.7 / 5.1 eV. The calculation puts the energy at -4785.5098 hartree. The energy above the lowest of the compared OMol25 structures with the same formula, charge and spin comes out at 0.764 eV. For the LUMO energy (spin up / spin down), the calculation gives -2.59 / -5.18 eV.

Structure (ORCA input):
```
! wB97M-V def2-TZVPD RIJCOSX def2/J DEFGRID3
* xyz 1 2
Pb 0.709 -1.023 -1.231
S 1.598 1.265 1.541
P -0.050 2.423 1.235
C -0.117 0.681 0.892
P -1.046 -0.289 2.106
S -0.611 -2.195 1.891
C -0.720 0.248 3.818
C -1.606 1.030 4.546
C -1.284 1.396 5.838
C -0.077 1.001 6.395
C 0.807 0.221 5.667
C 0.486 -0.163 4.379
C -2.793 0.074 1.779
C -3.244 0.957 0.808
C -4.606 1.175 0.670
C -5.507 0.511 1.487
C -5.055 -0.394 2.435
C -3.700 -0.616 2.580
C 0.088 3.559 -0.159
C 0.266 4.920 0.080
C 0.502 5.762 -0.992
C 0.545 5.247 -2.280
C 0.321 3.899 -2.513
C 0.083 3.045 -1.451
C -0.469 3.331 2.747
C -1.698 3.984 2.810
C -2.005 4.727 3.933
C -1.095 4.815 4.977
C 0.120 4.151 4.911
C 0.441 3.406 3.793
H -2.540 1.343 4.102
H -1.973 1.992 6.415
H 0.173 1.300 7.400
H 1.742 -0.093 6.106
H 1.155 -0.792 3.805
H -2.547 1.460 0.148
H -4.965 1.864 -0.081
H -6.567 0.690 1.382
H -5.755 -0.924 3.063
H -3.329 -1.324 3.310
H 0.220 5.306 1.090
H 0.652 6.818 -0.824
H 0.738 5.910 -3.107
H 0.320 3.501 -3.515
H -0.118 1.999 -1.624
H -2.391 3.909 1.983
H -2.948 5.246 3.997
H -1.326 5.413 5.843
H 0.823 4.223 5.727
H 1.387 2.886 3.727
C 3.668 -2.267 1.036
C 2.669 -3.295 0.622
C 2.841 -4.623 1.006
C 1.912 -5.573 0.596
C 0.818 -5.185 -0.144
C 0.672 -3.825 -0.485
N 1.633 -2.930 -0.113
N -0.313 -3.284 -1.191
Si -1.939 -3.793 -1.480
C -2.163 -4.171 -3.345
C -3.033 -2.281 -1.041
C -2.543 -5.244 -0.399
H 3.693 -2.203 2.121
H 3.425 -1.291 0.626
H 4.658 -2.574 0.707
H 3.701 -4.901 1.590
H 2.048 -6.611 0.861
H 0.089 -5.893 -0.498
H -2.014 -3.274 -3.930
H -3.178 -4.516 -3.512
H -1.479 -4.938 -3.689
H -3.808 -2.147 -1.784
H -2.439 -1.378 -1.014
H -3.493 -2.431 -0.070
H -2.290 -6.218 -0.804
H -3.623 -5.212 -0.292
H -2.118 -5.180 0.598
N 1.967 -2.230 -3.008
C 3.017 -1.531 -3.688
C 3.677 -2.093 -4.752
C 4.655 -1.378 -5.455
C 4.973 -0.100 -5.091
C 4.330 0.504 -3.991
C 4.592 1.829 -3.588
C 3.908 2.360 -2.528
C 2.983 1.549 -1.854
N 2.714 0.313 -2.194
C 3.342 -0.221 -3.267
H 1.221 -2.440 -3.667
H 2.297 -3.111 -2.626
H 3.430 -3.101 -5.054
H 5.132 -1.837 -6.304
H 5.708 0.469 -5.639
H 5.334 2.402 -4.124
H 4.058 3.382 -2.214
H 2.462 1.941 -0.994
F -0.598 -1.272 -3.739
P -1.493 0.110 -3.982
F -1.386 -0.105 -5.554
F -2.318 1.466 -4.128
F -0.082 0.937 -3.962
F -1.529 0.301 -2.329
F -2.822 -0.779 -3.876
*
```


Computed, not measured: a structure of composition C43H43IrN3O4P3Se2, with ωB97M-V/def2-TZVPD.

The expectation value of S² is 0.75. Its gap between HOMO and LUMO (spin up / spin down) is 7.4 / 6.0 eV. The calculation puts the energy at -8060.9143 hartree. The energy above the lowest of the compared OMol25 structures with the same formula, charge and spin comes out at 0.572 eV. For the LUMO energy (spin up / spin down), the calculation gives -2.92 / -4.36 eV.

Structure (ORCA input):
```
! wB97M-V def2-TZVPD RIJCOSX def2/J DEFGRID3
* xyz 1 2
Ir -1.051 0.362 -0.734
Se -0.591 -1.797 0.383
P -1.562 -2.013 2.361
Se -1.895 -0.132 3.389
C -0.304 -2.981 3.241
C 0.260 -4.093 2.614
C 1.181 -4.875 3.288
C 1.548 -4.553 4.588
C 1.000 -3.442 5.208
C 0.072 -2.658 4.538
C -3.039 -3.053 2.356
C -4.121 -2.722 3.166
C -5.280 -3.483 3.117
C -5.354 -4.574 2.263
C -4.270 -4.910 1.463
C -3.113 -4.148 1.498
H 0.002 -4.343 1.592
H 1.615 -5.735 2.796
H 2.261 -5.172 5.117
H 1.295 -3.177 6.214
H -0.347 -1.791 5.034
H -4.059 -1.870 3.832
H -6.123 -3.219 3.741
H -6.258 -5.166 2.221
H -4.326 -5.766 0.804
H -2.280 -4.401 0.854
C 0.538 0.054 -3.938
P -0.606 -0.657 -2.726
C 0.026 -2.357 -2.624
C -2.208 -0.914 -3.598
C -3.295 -1.268 -2.580
P -3.233 -0.103 -1.161
C -4.259 -0.878 0.101
C -4.257 1.299 -1.687
H 0.299 -0.334 -4.930
H 1.551 -0.253 -3.670
H 0.512 1.139 -3.927
H 0.216 -2.721 -3.635
H -0.690 -3.009 -2.126
H 0.957 -2.377 -2.056
H -2.082 -1.696 -4.350
H -2.479 0.000 -4.129
H -3.148 -2.274 -2.179
H -4.286 -1.235 -3.037
H -5.295 -0.927 -0.237
H -4.208 -0.300 1.026
H -3.896 -1.884 0.293
H -5.261 0.942 -1.917
H -3.836 1.789 -2.563
H -4.317 2.033 -0.883
O -1.533 2.868 2.483
C -1.450 2.339 1.398
O -1.487 1.059 1.176
C -1.389 3.154 0.126
C -1.365 4.548 0.255
C -1.409 5.311 -0.871
C -1.499 4.679 -2.125
C -1.593 5.426 -3.326
C -1.701 4.799 -4.529
C -1.706 3.387 -4.580
C -1.602 2.652 -3.438
C -1.498 3.268 -2.178
N -1.432 2.512 -1.031
H -1.322 4.959 1.253
H -1.397 6.392 -0.816
H -1.582 6.507 -3.263
H -1.782 5.372 -5.442
H -1.783 2.889 -5.538
H -1.569 1.581 -3.471
O 1.091 2.442 -2.229
C 1.610 1.893 -1.269
N 2.875 2.145 -0.844
C 3.316 1.217 0.168
C 1.977 0.481 0.433
O 1.837 -0.347 1.304
N 1.028 0.918 -0.464
C 4.353 0.217 -0.369
C 4.562 -1.004 0.268
C 5.532 -1.881 -0.194
C 6.310 -1.554 -1.295
C 6.108 -0.341 -1.933
C 5.137 0.536 -1.472
C 3.858 1.923 1.412
C 4.371 3.211 1.306
C 4.918 3.851 2.409
C 4.958 3.208 3.636
C 4.447 1.924 3.749
C 3.904 1.282 2.646
H 3.464 2.750 -1.384
H 3.957 -1.274 1.121
H 5.683 -2.824 0.315
H 7.071 -2.237 -1.649
H 6.709 -0.070 -2.792
H 5.010 1.478 -1.989
H 4.348 3.738 0.361
H 5.311 4.853 2.306
H 5.386 3.704 4.498
H 4.470 1.414 4.703
H 3.497 0.287 2.750
*
```


The lowest energy belongs to which entry?
C43H43Br2CrF4Ge2N2OP


Which formula does entry 4 have?
C43H43IrN3O4P3Se2


What is the energy in the first record?
-12935.7720 hartree